Entry 1:
Here is one molecule with the formula C4H5NO2 from the OMol25 dataset. Energies are from wB97M-V/def2-TZVPD.

Geometry as XYZ:
```
12
Properties=species:S:1:pos:R:3:lowdin_charge:R:1
C 0.27542 -1.59816 -0.66824 -0.022
C 0.03200 -0.25464 -0.07682 -0.331
C -0.83199 0.03881 0.90567 -0.060
O -1.18694 1.40122 0.87015 0.072
C 0.01818 1.88219 0.52462 -0.499
O 0.55946 2.79638 1.06683 0.164
N 0.59086 0.95152 -0.48433 0.145
H -0.57432 -1.83796 -1.31753 0.087
H 1.19559 -1.68137 -1.24976 0.079
H 0.28974 -2.33247 0.13934 0.087
H -1.21866 -0.50348 1.74342 0.125
H 0.85065 1.13796 -1.45335 0.152
```

Results
**SMILES**: Cc1coc(=O)[nH]1
**Energy above the lowest of the compared OMol25 structures with the same formula, charge and spin**: 37.3 kcal/mol
**E_tot**: -360.61003 Ha
**Total charge**: 0
**Gap between HOMO and LUMO**: 9.22 eV

***

Entry 2:
Here is one molecule with the formula C2H5NOS from the OMol25 dataset. Energies are from wB97M-V/def2-TZVPD.

Geometry as XYZ:
```
10
Properties=species:S:1:pos:R:3:lowdin_charge:R:1
C -0.21658 1.13374 -0.12445 -0.133
C -0.84541 -1.19071 -0.07403 -0.372
H -0.00356 1.72936 0.78942 0.093
H -1.22295 1.27509 -0.44496 0.067
H 0.44406 1.52847 -0.92213 0.073
H 2.32544 -0.52189 1.01598 -0.148
H -0.41776 -2.15852 -0.17902 0.094
N 0.16239 -0.24232 0.20073 -0.511
O -2.00688 -0.85315 -0.08051 0.036
S 1.78124 -0.70008 -0.18105 0.801
```

Results
**SMILES**: CN(S)C=O
**Energy above the lowest of the compared OMol25 structures with the same formula, charge and spin**: 28.1 kcal/mol
**E_tot**: -607.36211 Ha
**Total charge**: 0
**Gap between HOMO and LUMO**: 10.48 eV

***

Entry 3:
Here is a 2-piece molecular cluster, C2H9NOS2 overall from the OMol25 dataset. Energies are from wB97M-V/def2-TZVPD.

Geometry as XYZ:
```
15
Properties=species:S:1:pos:R:3:lowdin_charge:R:1
C -0.40339 1.33030 -0.66630 -0.534
S -0.23038 2.70188 0.45840 0.365
S 1.62044 2.30464 1.26274 0.291
H -1.11899 1.70204 -1.39712 0.023
H -0.91011 0.46353 -0.23075 0.021
H 0.48203 0.98212 -1.19104 0.035
H 1.35052 2.44540 2.57116 -0.203
N -1.76568 -3.75254 -1.55903 0.020
C -0.88130 -3.20339 -0.58189 -0.359
O 0.42851 -3.77994 -0.63337 -0.076
H -1.46290 -3.49769 -2.48622 0.066
H -1.78363 -4.75702 -1.47858 0.068
H -0.76398 -2.12668 -0.70142 0.097
H -1.31275 -3.33225 0.41161 0.111
H 0.59861 -4.31139 0.15315 0.075
```

Results
**SMILES**: CSS.NCO
**Energy above the lowest of the compared OMol25 structures with the same formula, charge and spin**: 14.0 kcal/mol
**E_tot**: -1007.94150 Ha
**Total charge**: 0
**Gap between HOMO and LUMO**: 9.12 eV

***

Entry 4:
Here is ClFHfI4 as an isolated structure from the OMol25 dataset. Energies are from wB97M-V/def2-TZVPD.

Geometry as XYZ:
```
7
Properties=species:S:1:pos:R:3:lowdin_charge:R:1
Hf -0.01486 0.06023 -0.08250 0.543
I 3.12050 -0.30724 -0.83170 -0.375
I -0.09268 2.63107 -1.86579 -0.311
I 0.32323 -2.52832 2.11153 -0.447
I -3.05227 0.63085 0.61415 -0.327
Cl -0.82632 -1.70247 -1.87638 -0.375
F 0.54241 1.21588 1.93069 -0.707
```

Results
**E_tot**: -1799.18454 Ha
**Total charge**: -2
**Gap between HOMO and LUMO**: 7.02 eV

***

Entry 5:
Here is a 3-piece molecular cluster, C31H50FNO8P2S overall from the OMol25 dataset. Energies are from wB97M-V/def2-TZVPD.

Geometry as XYZ:
```
94
Properties=species:S:1:pos:R:3:lowdin_charge:R:1
C 1.43580 -4.99641 3.39071 0.020
C 0.68547 -4.11415 4.05489 -0.169
C -0.77705 -3.89628 3.78334 -0.153
N -1.02016 -2.86842 2.70114 -0.025
C 0.12594 -2.02013 2.47089 -0.259
C 0.94235 -2.29286 1.37957 -0.010
C 2.06172 -1.50405 1.16574 -0.062
C 2.36260 -0.44336 2.00042 -0.027
C 1.56521 -0.14335 3.09994 -0.163
C 1.99457 1.01610 3.99602 -0.318
C 0.91573 2.02076 4.35494 -0.056
F 2.96786 1.73102 3.27041 -0.049
C 0.45823 -0.96794 3.32406 -0.365
S -0.60266 -0.74099 4.73793 1.071
C -2.16415 -1.09970 3.99785 -0.446
C -3.29732 -0.39289 4.34018 -0.119
C -4.51181 -0.66099 3.72973 -0.081
C -4.55196 -1.66776 2.77544 -0.044
C -3.41690 -2.39755 2.43279 -0.174
C -3.53863 -3.50407 1.41379 -0.180
C -4.10420 -4.77434 2.09533 -0.082
C -2.19195 -2.11377 3.03929 -0.210
H 2.47225 -4.78942 3.14771 0.062
H 1.01265 -5.94164 3.06092 0.062
H 1.14854 -3.48913 4.81581 0.102
H -1.25103 -3.58740 4.71751 0.109
H -1.19478 -4.84212 3.42873 0.109
H 0.70404 -3.13334 0.74166 0.120
H 2.70865 -1.75134 0.33228 0.107
H 3.26167 0.11394 1.78600 0.114
H 2.52130 0.62043 4.86799 0.151
H 0.43666 1.69490 5.27863 0.045
H 0.12931 2.10011 3.60751 0.076
H 1.37588 2.97947 4.58974 0.085
H -3.26516 0.40872 5.06902 0.110
H -5.39202 -0.09074 3.99321 0.110
H -5.50976 -1.88656 2.31625 0.120
H -4.21209 -3.22498 0.60406 0.110
H -2.55047 -3.76486 1.04097 0.100
H -4.81800 -4.51327 2.87971 0.072
H -3.30944 -5.34655 2.57446 0.058
H -4.63189 -5.41132 1.38445 0.069
O 5.01967 1.30656 -4.43743 -0.225
P 5.11063 -0.03686 -3.83976 0.466
O 4.91016 -1.14176 -5.00136 -0.176
C 5.34852 -0.90950 -6.34064 -0.275
C 6.67813 -1.58371 -6.61577 -0.076
O 3.74934 -0.21499 -2.99303 -0.199
C 2.88909 0.89368 -2.72026 -0.281
C 1.75736 0.93039 -3.72260 -0.070
O 5.90688 -0.93204 -2.77959 -0.169
C 7.28001 -1.28438 -3.00839 -0.262
C 8.16134 -0.08049 -3.26834 -0.081
H 5.41314 0.15741 -6.55829 0.108
H 4.58327 -1.32842 -6.99546 0.119
H 7.47488 -1.13066 -6.02115 0.060
H 6.94574 -1.48648 -7.66828 0.080
H 6.63503 -2.64351 -6.36155 0.081
H 3.44700 1.82927 -2.71212 0.106
H 2.49861 0.74635 -1.71126 0.110
H 2.12554 0.93916 -4.74836 0.076
H 1.13488 1.81368 -3.56729 0.069
H 1.12998 0.04367 -3.61731 0.078
H 7.33765 -2.00760 -3.82525 0.104
H 7.61478 -1.79773 -2.10802 0.120
H 7.83957 0.46400 -4.16173 0.066
H 9.19653 -0.38919 -3.41270 0.084
H 8.11676 0.61482 -2.42956 0.086
O -4.57373 4.74787 0.01030 -0.227
P -4.49804 3.37673 -0.52620 0.477
O -3.37584 3.32633 -1.68273 -0.182
C -2.19871 4.13370 -1.70949 -0.262
C -1.05576 3.35885 -1.08832 -0.076
O -5.87304 3.17815 -1.34729 -0.195
C -6.96043 4.09258 -1.21018 -0.288
C -6.95001 5.11106 -2.33065 -0.076
O -4.46273 1.80293 -0.20024 -0.165
C -3.32078 1.22916 0.45616 -0.251
C -2.98437 1.88452 1.77414 -0.071
H -2.31594 5.08609 -1.18922 0.112
H -2.00907 4.36157 -2.75866 0.119
H -1.24123 3.21464 -0.02236 0.060
H -0.11040 3.89503 -1.18979 0.081
H -0.93742 2.37171 -1.53636 0.073
H -6.94067 4.58088 -0.23669 0.104
H -7.87513 3.49888 -1.25668 0.115
H -5.98880 5.62203 -2.38632 0.075
H -7.73536 5.85420 -2.18424 0.076
H -7.11266 4.61947 -3.29096 0.075
H -2.47675 1.24479 -0.23475 0.099
H -3.56228 0.18137 0.63635 0.112
H -2.75343 2.94951 1.66332 0.070
H -2.12726 1.38785 2.23073 0.075
H -3.83972 1.80457 2.44462 0.077
```

Results
**SMILES**: C=CCN1c2cccc([C@H](C)F)c2Sc2cccc(CC)c21.CCOP(=O)(OCC)OCC.CCOP(=O)(OCC)OCC
**E_tot**: -3048.78030 Ha
**Total charge**: 0
**Gap between HOMO and LUMO**: 8.90 eV

***

Entry 6:
Here is C25H39Cl2CuNO2S3Si as an isolated structure from the OMol25 dataset. Energies are from wB97M-V/def2-TZVPD.

Geometry as XYZ:
```
74
Properties=species:S:1:pos:R:3:lowdin_charge:R:1
Cu -0.28115 0.82696 0.90796 0.126
Cl -0.32657 2.73091 -0.61815 0.779
C -1.99757 3.25950 -0.53267 -0.611
C -2.34232 4.33214 -1.33509 -0.122
C -3.65306 4.77775 -1.32680 -0.089
C -4.58135 4.13986 -0.51741 -0.117
C -4.20107 3.07174 0.27175 -0.685
Cl -5.41172 2.31554 1.25367 0.673
C -2.88676 2.57488 0.30114 -0.684
S -2.46321 1.21258 1.30008 0.728
H -1.59251 4.80570 -1.95175 0.102
H -3.94847 5.61400 -1.94276 0.104
H -5.61063 4.46629 -0.49168 0.103
O 1.34979 -0.02107 0.05408 -0.598
S 1.49532 -1.54446 -0.02854 1.001
C 3.01349 -1.74839 -0.99789 -0.300
C 3.97055 -2.58856 -0.16211 -0.227
C 3.80711 -2.07845 1.26721 -0.223
C 2.30552 -2.05389 1.51594 -0.294
H 3.37912 -0.72729 -1.11923 0.104
H 2.74553 -2.16059 -1.96679 0.073
H 4.99156 -2.50000 -0.53323 0.115
H 3.69140 -3.64373 -0.21531 0.116
H 4.21332 -1.06789 1.34976 0.114
H 4.32056 -2.70496 1.99625 0.116
H 1.95909 -1.35137 2.26966 0.066
H 1.90378 -3.04081 1.75047 0.103
C 0.91575 0.84875 5.52008 -0.186
Si 0.76989 1.22122 3.68539 0.384
C 2.52747 1.41010 3.02592 -0.170
C -0.07006 2.89085 3.51410 -0.179
N -0.03141 0.04648 2.69565 -0.159
C -0.68466 -1.13515 2.94962 -0.386
C -1.27378 -1.86164 1.89851 -0.106
C -1.87629 -3.09077 2.10339 -0.096
C -1.92395 -3.65901 3.36608 -0.120
C -1.36757 -2.94996 4.42402 -0.101
C -0.77038 -1.71868 4.22882 -0.039
H 1.50069 1.65402 5.97106 0.032
H 1.43603 -0.08842 5.71936 0.028
H -0.05070 0.82220 6.02320 0.032
H 2.96123 2.36956 3.31140 0.030
H 2.54224 1.34187 1.93617 0.011
H 3.18255 0.62615 3.41377 0.025
H 0.42360 3.63446 4.14280 0.031
H -1.12011 2.82940 3.80067 0.029
H -0.04087 3.25884 2.48629 0.006
H -1.28498 -1.44275 0.89866 0.061
H -2.31803 -3.60374 1.25801 0.102
H -2.39640 -4.61759 3.52679 0.090
H -1.40389 -3.35928 5.42609 0.098
H -0.35935 -1.19866 5.07862 0.068
C 1.98725 -2.23773 -5.09755 -0.108
C 1.52675 -0.86733 -5.58152 -0.282
C 1.61696 0.22582 -4.52514 -0.357
S 0.41966 0.20367 -3.16916 0.899
O 0.32553 -1.20381 -2.66482 -0.561
C -1.10076 0.52436 -4.14649 -0.324
C -2.23462 -0.39573 -3.71406 -0.290
C -2.80578 -0.01929 -2.35533 -0.099
H 1.88811 -2.97338 -5.89604 0.073
H 1.40501 -2.56902 -4.24111 0.054
H 3.03999 -2.20820 -4.80627 0.074
H 0.51150 -0.93116 -5.98113 0.098
H 2.15810 -0.55154 -6.41761 0.109
H 1.50180 1.22308 -4.95825 0.092
H 2.58933 0.20135 -4.02783 0.086
H -0.87614 0.42684 -5.20799 0.075
H -1.34854 1.56737 -3.94023 0.086
H -1.86478 -1.42190 -3.68889 0.100
H -3.01368 -0.34839 -4.47856 0.111
H -2.04787 -0.08542 -1.57364 0.044
H -3.61993 -0.68503 -2.07016 0.084
H -3.19465 1.00083 -2.36124 0.076
```

Results
**Energy above the lowest of the compared OMol25 structures with the same formula, charge and spin**: 5.7 kcal/mol
**E_tot**: -5226.19696 Ha
**Total charge**: 0
**Gap between HOMO and LUMO (alpha / beta)**: 7.16 / 6.07 eV
**2S+1**: 2

***

Entry 7:
Here is one molecule with the formula C2H8N2 from the OMol25 dataset. Energies are from wB97M-V/def2-TZVPD.

Geometry as XYZ:
```
12
Properties=species:S:1:pos:R:3:lowdin_charge:R:1
C -0.49387 0.18836 -0.60880 -0.301
C 0.56122 0.03526 0.51630 -0.286
N -0.00927 -0.03106 1.86005 -0.035
N 0.07154 -0.18791 -1.93492 -0.019
H -0.97268 1.06852 -0.37696 0.063
H -1.51478 -0.32310 -0.45121 0.125
H 1.18223 0.90035 0.44765 0.100
H 1.01098 -0.85861 0.28801 0.071
H -0.80424 0.60282 1.88409 0.049
H -0.36819 -0.87210 2.39332 0.094
H 0.58930 -1.09432 -1.94350 0.079
H 0.74775 0.57180 -2.07403 0.061
```

Results
**SMILES**: NCCN
**Energy above the lowest of the compared OMol25 structures with the same formula, charge and spin**: 31.0 kcal/mol
**E_tot**: -190.44940 Ha
**Total charge**: 0
**Gap between HOMO and LUMO**: 9.86 eV

***

Entry 8:
Here is C46H53FN5O2S2SiY as an isolated structure from the OMol25 dataset. Energies are from wB97M-V/def2-TZVPD.

Geometry as XYZ:
```
111
Properties=species:S:1:pos:R:3:lowdin_charge:R:1
Y -0.35840 -0.24403 0.23437 1.192
C -1.70845 -4.83684 -3.17933 -0.071
C -1.63389 -3.31567 -2.98913 -0.344
C -0.18190 -2.92034 -2.72545 -0.078
C -2.75510 -2.84216 -2.05796 -0.123
C -4.02629 -2.85617 -2.63520 -0.062
C -5.15797 -2.51375 -1.92318 -0.091
C -5.03582 -2.14548 -0.59313 -0.049
C -3.79401 -2.10641 0.02571 -0.162
C -3.69917 -1.71900 1.49247 -0.394
C -4.82174 -0.80367 1.96875 -0.092
C -3.64141 -2.96986 2.37596 -0.053
C -2.64149 -2.45188 -0.71380 -0.210
N -1.36495 -2.36582 -0.09503 -0.048
C -0.80691 -3.55087 0.27191 -0.290
C -1.38794 -4.83294 0.23024 -0.053
C -0.67809 -5.95923 0.63113 -0.117
C 0.63160 -5.87495 1.08146 -0.123
C 1.24291 -4.62029 1.12640 -0.025
C 0.51845 -3.53496 0.72749 -0.251
F 1.08523 -2.29439 0.74628 -0.023
H -1.05334 -5.14108 -4.00143 0.073
H -2.72368 -5.16681 -3.40931 0.068
H -1.37644 -5.35841 -2.27803 0.060
H -1.89473 -2.86695 -3.95413 0.127
H 0.26631 -3.48930 -1.90997 0.072
H -0.07512 -1.86216 -2.51419 -0.018
H 0.39873 -3.13597 -3.62808 0.080
H -4.11199 -3.12802 -3.68323 0.107
H -6.12920 -2.51075 -2.40446 0.090
H -5.91819 -1.85350 -0.03722 0.097
H -2.75728 -1.18273 1.64240 0.073
H -5.77731 -1.33645 2.02009 0.069
H -4.94225 0.06818 1.32464 0.054
H -4.59574 -0.44701 2.97672 0.070
H -4.54118 -3.57580 2.22271 0.082
H -3.59334 -2.69883 3.43389 0.064
H -2.77618 -3.59024 2.14678 0.060
H -2.40567 -4.93184 -0.12660 0.115
H -1.17136 -6.92418 0.58680 0.092
H 1.17348 -6.75843 1.39230 0.082
H 2.26440 -4.47747 1.45546 0.119
S -2.70460 1.17596 -0.18612 0.563
C -2.04351 2.39643 -1.25993 -0.762
C -2.55792 3.73287 -1.10446 -0.305
N -2.98969 4.79247 -0.96160 0.123
C -1.12002 2.15818 -2.23092 -0.783
S -0.40506 0.61818 -2.58917 0.597
C -0.63610 3.26343 -3.02568 -0.301
N -0.20012 4.10482 -3.68276 0.126
O 1.01897 2.00375 0.00612 -0.044
C 1.90886 1.34192 -0.52721 -0.634
N 2.94225 1.83733 -1.28747 0.157
C 3.57256 0.72874 -1.98688 -0.252
C 2.93196 -0.48567 -1.21742 -0.420
O 3.28792 -1.64024 -1.37232 0.050
N 1.94385 -0.01559 -0.42334 0.046
C 3.16872 0.70586 -3.47231 -0.142
C 3.04188 1.90720 -4.16265 -0.036
C 2.65890 1.93059 -5.49377 -0.082
C 2.40938 0.74348 -6.16595 -0.101
C 2.55014 -0.45863 -5.49234 -0.082
C 2.92819 -0.48157 -4.15673 -0.034
C 5.09128 0.74800 -1.85878 -0.123
C 5.84959 -0.31670 -2.34508 -0.019
C 7.23230 -0.28925 -2.25768 -0.089
C 7.88206 0.80263 -1.69505 -0.117
C 7.13261 1.86299 -1.21171 -0.098
C 5.74499 1.83418 -1.29088 -0.027
H 2.70662 2.68867 -1.77664 0.133
H 3.21891 2.85678 -3.67021 0.110
H 2.53306 2.88399 -5.99129 0.100
H 2.08840 0.75901 -7.20057 0.093
H 2.33809 -1.39340 -5.99797 0.097
H 3.00044 -1.42055 -3.62702 0.103
H 5.34430 -1.16922 -2.77382 0.109
H 7.80581 -1.12882 -2.63265 0.095
H 8.96375 0.82299 -1.63126 0.089
H 7.62327 2.71927 -0.76395 0.093
H 5.16164 2.65167 -0.88883 0.106
C 1.93745 0.90752 3.14145 -0.241
Si 0.08149 0.42601 3.07471 0.659
C -0.82075 2.03661 3.70138 -0.666
C -0.36700 3.17640 2.77541 -0.123
C -2.34441 1.93882 3.57381 -0.128
C -0.47656 2.43950 5.13701 -0.123
C -0.02837 -0.93934 4.47450 -0.665
C -1.44644 -1.07642 5.02973 -0.118
C 0.33512 -2.28068 3.83011 -0.135
C 0.93037 -0.71132 5.64621 -0.122
H 2.21583 1.36346 4.09908 0.012
H 2.18503 1.60888 2.34217 0.000
H 2.56573 0.02136 3.00012 0.018
H -0.56277 2.96418 1.72250 0.051
H 0.70302 3.38151 2.87264 0.070
H -0.91164 4.09754 3.02732 0.079
H -2.64517 1.73491 2.54425 0.017
H -2.80358 2.89630 3.86201 0.077
H -2.77487 1.16728 4.21615 0.051
H 0.60310 2.50756 5.30109 0.064
H -0.88241 1.74014 5.87464 0.054
H -0.90457 3.42843 5.36023 0.072
H -2.18631 -1.17168 4.22898 0.050
H -1.73689 -0.22376 5.64879 0.058
H -1.52266 -1.97822 5.65703 0.078
H -0.41890 -2.58677 3.09804 0.061
H 0.38795 -3.07389 4.59150 0.080
H 1.29964 -2.25017 3.31420 0.067
H 0.75428 0.23637 6.16171 0.057
H 1.97326 -0.71463 5.31754 0.065
H 0.81854 -1.51877 6.38648 0.071
```

Results
**Energy above the lowest of the compared OMol25 structures with the same formula, charge and spin**: 5.4 kcal/mol
**E_tot**: -3433.29932 Ha
**Total charge**: -2
**Gap between HOMO and LUMO**: 6.08 eV